[1]
The following is a DFT calculation (ωB97M-V with the def2-TZVPD basis set) of a cluster of 20 separate species, H40O20 in total in a non-equilibrium geometry.

```
60
Properties=species:S:1:pos:R:3
O 3.962 -0.025 -3.269
H 3.072 0.179 -3.443
H 4.201 0.537 -2.505
O 2.744 3.465 -3.187
H 3.392 4.131 -3.069
H 2.490 3.678 -4.108
O 1.565 -4.011 2.611
H 1.786 -4.408 1.831
H 1.199 -4.768 3.099
O 1.346 1.052 -2.238
H 1.913 1.128 -2.960
H 0.718 0.371 -2.571
O -2.831 2.608 4.285
H -2.136 2.537 3.599
H -2.851 1.613 4.311
O -4.609 -2.991 0.721
H -4.623 -2.041 0.457
H -4.286 -2.759 1.631
O -2.662 -0.368 -4.297
H -2.353 0.226 -3.597
H -3.450 -0.042 -4.724
O -2.445 3.405 -0.509
H -1.791 4.093 -0.612
H -2.098 2.651 -0.935
O 0.272 4.490 1.706
H 0.289 3.808 2.399
H 0.976 5.141 1.798
O 2.969 -0.461 1.286
H 3.528 0.281 1.524
H 3.415 -1.143 1.779
O -3.264 -0.022 5.069
H -3.188 -0.316 4.180
H -2.592 -0.429 5.616
O -0.447 -4.205 -0.398
H 0.090 -3.402 -0.472
H -1.204 -4.056 0.129
O -1.387 -1.503 4.059
H -0.504 -1.103 4.102
H -1.032 -2.436 4.159
O -1.079 -0.370 -0.940
H -0.231 -0.913 -0.984
H -0.765 0.552 -0.801
O 1.991 -2.403 -1.082
H 2.242 -3.282 -1.144
H 2.747 -1.936 -1.510
O 1.482 1.744 2.202
H 1.713 1.054 1.463
H 0.520 1.577 2.192
O -0.099 4.832 -1.105
H -0.482 5.509 -0.450
H 0.603 4.267 -0.713
O -0.345 -0.358 -5.782
H -0.222 -1.197 -5.368
H -1.185 -0.162 -5.379
O -2.058 -3.347 -3.036
H -2.807 -3.331 -2.360
H -1.286 -3.226 -2.346
O 4.319 -1.488 3.855
H 4.270 -2.072 2.964
H 4.504 -0.576 3.506
```

Output
Maximum force, eV/A: 3.96
Relative energy (zero: lowest compared OMol25 entry of this formula, charge and spin), kcal/mol: 149.49
E_LUMO, eV: -0.567
Net charge: 0
HOMO level, eV: -10.75
E, eV: -41596.54217


[2]
The following is a DFT calculation (ωB97M-V with the def2-TZVPD basis set) of a structure of composition CH3O3PS2 in a non-equilibrium geometry.

```
10
Properties=species:S:1:pos:R:3
C -1.662 -0.054 0.252
O 1.284 -1.408 -0.415
O 2.922 0.815 -0.254
O 0.436 1.175 -0.461
P 1.911 0.570 -1.239
S 1.258 -1.012 1.019
S -0.172 0.602 0.869
H -2.278 0.907 -0.021
H -2.157 -0.837 0.866
H -1.542 -0.759 -0.616
```

Output
Maximum force, eV/A: 3.73
Relative energy (zero: lowest compared OMol25 entry of this formula, charge and spin), kcal/mol: 1.02
E_LUMO, eV: 0.198
Net charge: 0
HOMO level, eV: -8.38
E, eV: -38185.84135


[3]
The following is a DFT calculation (ωB97M-V with the def2-TZVPD basis set) of a structure of composition C57H74AsN4O3S3SrTe in a non-equilibrium geometry.

```
144
Properties=species:S:1:pos:R:3
Sr -0.154 -1.109 -0.221
S 1.070 -3.807 -1.478
C 1.169 -3.795 -3.214
C 2.140 -4.559 -3.877
C 2.250 -4.536 -5.256
C 1.393 -3.747 -6.013
C 0.413 -3.002 -5.373
C 0.284 -3.021 -3.987
As -1.080 -2.033 -2.996
C -2.473 -3.408 -3.029
C -2.758 -4.154 -4.170
C -3.771 -5.100 -4.156
C -4.503 -5.318 -2.996
C -4.220 -4.587 -1.853
C -3.210 -3.634 -1.870
C -1.702 -0.917 -4.482
C -0.818 0.066 -4.931
C -1.203 0.989 -5.888
C -2.485 0.940 -6.421
C -3.371 -0.033 -5.987
C -2.986 -0.949 -5.016
H 2.798 -5.179 -3.280
H 3.007 -5.138 -5.744
H 1.482 -3.721 -7.092
H -0.262 -2.395 -5.964
H -2.180 -3.993 -5.073
H -3.987 -5.668 -5.053
H -5.290 -6.063 -2.986
H -4.787 -4.756 -0.946
H -2.987 -3.053 -0.982
H 0.182 0.098 -4.511
H -0.507 1.750 -6.219
H -2.790 1.660 -7.170
H -4.370 -0.079 -6.405
H -3.690 -1.697 -4.670
C 3.354 -1.284 -2.540
N 3.813 -1.833 -1.277
C 5.042 -2.592 -1.305
C 3.102 -1.698 -0.168
O 2.094 -0.995 -0.044
H 4.008 -0.471 -2.868
H 2.340 -0.909 -2.425
H 3.349 -2.069 -3.296
H 5.878 -1.944 -1.579
H 4.970 -3.399 -2.036
H 5.235 -3.021 -0.324
H 3.515 -2.238 0.695
C 0.038 -5.229 1.236
S 0.541 -3.552 1.724
O -0.562 -2.651 1.277
C 0.178 -3.924 3.451
C 1.160 -4.511 4.233
C 0.846 -4.925 5.519
C -0.448 -4.769 5.997
C -1.420 -4.176 5.203
C -1.106 -3.733 3.927
H -1.010 -5.350 1.504
H 0.667 -5.936 1.776
H 0.186 -5.323 0.163
H 2.157 -4.656 3.832
H 1.605 -5.379 6.143
H -0.696 -5.103 6.996
H -2.428 -4.059 5.580
H -1.842 -3.255 3.290
C -5.567 4.094 -2.909
C -5.950 2.632 -2.682
C -4.919 1.663 -3.266
C -3.671 1.534 -2.401
N -4.007 0.830 -1.157
C -3.181 0.753 -0.082
S -3.009 -0.724 0.735
N -2.611 1.850 0.406
C -2.844 3.235 0.044
C -1.676 3.854 -0.724
C -1.928 5.308 -1.118
C -1.984 6.257 0.079
H -6.300 4.766 -2.464
H -5.509 4.310 -3.978
H -4.593 4.319 -2.469
H -6.923 2.447 -3.143
H -6.056 2.435 -1.613
H -4.621 1.997 -4.262
H -5.365 0.669 -3.373
H -3.266 2.518 -2.172
H -2.895 0.983 -2.937
H -4.415 -0.077 -1.336
H -1.816 1.668 1.007
H -2.992 3.787 0.976
H -3.771 3.304 -0.527
H -1.479 3.251 -1.614
H -0.781 3.798 -0.094
H -2.864 5.376 -1.682
H -1.127 5.628 -1.789
H -2.840 6.040 0.719
H -2.076 7.290 -0.257
H -1.076 6.171 0.680
C 1.483 2.012 -1.595
C 0.397 1.208 -0.893
O -0.426 0.571 -1.623
N 0.303 1.135 0.406
Te 1.792 2.105 1.577
C 3.794 2.488 2.665
C 5.000 2.056 2.120
C 5.069 0.941 1.103
C 6.196 2.634 2.544
C 6.215 3.645 3.490
C 7.504 4.297 3.914
C 5.002 4.064 4.027
C 3.792 3.510 3.627
C 2.520 4.032 4.248
C 0.909 1.256 3.312
C -0.255 1.840 3.825
C -0.926 3.048 3.219
C -0.816 1.334 4.991
C -0.252 0.274 5.674
C -0.835 -0.199 6.976
C 0.890 -0.316 5.141
C 1.484 0.157 3.976
C 2.753 -0.505 3.508
H 1.370 1.910 -2.673
H 2.467 1.646 -1.293
H 1.411 3.067 -1.321
H 4.132 0.854 0.550
H 5.259 -0.014 1.602
H 5.881 1.111 0.395
H 7.131 2.285 2.116
H 8.364 3.767 3.507
H 7.593 4.318 5.001
H 7.542 5.330 3.562
H 5.001 4.855 4.770
H 2.742 4.785 5.004
H 1.955 3.226 4.717
H 1.880 4.487 3.489
H -0.516 3.290 2.240
H -0.789 3.917 3.867
H -2.000 2.876 3.121
H -1.716 1.799 5.382
H -1.769 0.318 7.193
H -0.137 -0.013 7.795
H -1.024 -1.267 6.946
H 1.336 -1.162 5.654
H 2.828 -1.518 3.908
H 3.623 0.065 3.841
H 2.782 -0.547 2.421
```

Output
Maximum force, eV/A: 2.40
Relative energy (zero: lowest compared OMol25 entry of this formula, charge and spin), kcal/mol: 0.00
2S+1: 2
E_LUMO (spin up / spin down), eV: 0.386 / -0.650
Net charge: 0
HOMO level (spin up / spin down), eV: -6.57 / -6.58
E, eV: -173887.91317


[4]
The following is a DFT calculation (ωB97M-V with the def2-TZVPD basis set) of a structure of composition C8H5F6MoN3O8S2 in a non-equilibrium geometry.

```
33
Properties=species:S:1:pos:R:3
Mo 0.555 0.002 -0.377
C 0.027 0.402 3.400
C 0.048 1.522 2.428
N 0.148 1.443 1.102
C 0.154 2.747 0.609
C 0.034 3.614 1.644
N -0.029 2.822 2.756
C 0.060 5.102 1.856
O -0.009 5.898 0.804
O 0.145 5.482 2.985
C 0.344 2.907 -0.824
O 0.320 3.831 -1.532
O 0.601 1.529 -1.314
H 0.234 -0.545 2.908
H -0.949 0.340 3.885
H 0.776 0.564 4.176
H -0.101 3.223 3.689
H -0.068 5.443 -0.049
F 3.571 -1.710 -2.978
C 2.928 -1.115 -2.042
F 3.218 0.172 -1.974
F 1.543 -1.187 -2.253
S 3.084 -1.832 -0.352
O 2.420 -0.708 0.413
O 4.414 -2.169 -0.057
N 2.071 -3.063 -0.427
S 0.826 -3.140 0.464
O 0.097 -1.694 0.270
O 0.900 -3.414 1.845
C -0.372 -4.230 -0.520
F -1.474 -4.264 0.180
F -0.558 -3.635 -1.678
F 0.191 -5.393 -0.656
```

Output
Maximum force, eV/A: 1.85
Relative energy (zero: lowest compared OMol25 entry of this formula, charge and spin), kcal/mol: 0.00
E_LUMO (spin up / spin down), eV: -10.111 / -10.124
Net charge: +2
HOMO level (spin up / spin down), eV: -17.37 / -17.37
E, eV: -69038.58749


[5]
The following is a DFT calculation (ωB97M-V with the def2-TZVPD basis set) of a cluster of 2 separate species, C19H30N2O3S in total in a non-equilibrium geometry.

```
55
Properties=species:S:1:pos:R:3
C -2.428 6.350 -0.888
C -1.130 5.647 -0.982
C -0.456 5.848 -2.268
H -0.226 6.797 -2.456
H -0.844 5.171 -3.214
C 1.129 5.023 -2.124
N 1.161 3.603 -1.940
C 1.192 2.736 -3.164
O 1.637 3.131 -4.183
C 1.077 1.341 -2.864
C -0.595 1.041 -2.376
C -0.757 -0.577 -2.233
C 0.376 -1.014 -1.270
C 1.673 -0.605 -1.398
C 1.904 0.751 -1.783
H 1.821 1.367 -0.648
H 3.160 1.030 -1.998
H 2.463 -1.006 -0.572
H 1.881 -1.142 -2.408
C 0.037 -2.358 -0.668
N -1.364 -2.681 -0.336
S -1.747 -1.984 1.426
O -1.761 -0.505 1.260
O -2.936 -2.579 1.727
C -0.709 -2.658 2.191
C -0.555 -3.796 2.751
C 0.644 -4.388 3.530
C 1.423 -3.493 3.939
C 1.728 -2.278 3.521
C 0.700 -1.717 2.616
H 0.536 -0.754 2.206
H 2.452 -1.726 3.564
C 2.635 -4.025 4.830
H 3.691 -3.587 4.617
H 2.422 -4.000 5.854
H 2.678 -5.022 4.717
H 0.335 -5.411 3.870
H -1.288 -4.326 2.758
H -1.693 -3.539 -0.319
H 0.699 -2.770 0.129
H 0.279 -2.874 -1.657
H 0.046 -0.328 0.064
H -1.613 -0.743 -1.938
H -0.240 -1.089 -3.168
H -0.833 1.460 -1.574
H -1.004 1.463 -3.453
H 1.428 0.861 -3.797
H 0.705 3.329 -1.334
H 1.433 5.283 -3.139
H 1.563 5.394 -1.174
H -1.395 4.474 -0.746
H -0.597 5.904 -0.091
H -3.111 6.241 -0.144
H -2.966 5.984 -1.737
H -2.193 7.470 -1.070
```

Output
Maximum force, eV/A: 19.57
Relative energy (zero: lowest compared OMol25 entry of this formula, charge and spin), kcal/mol: 483.72
E_LUMO, eV: -0.530
Net charge: 0
HOMO level, eV: -8.61
E, eV: -40128.13358


[6]
The following is a DFT calculation (ωB97M-V with the def2-TZVPD basis set) of a structure of composition C22H42BrN2OP2Zn in a non-equilibrium geometry.

```
71
Properties=species:S:1:pos:R:3
Zn -0.795 -0.112 -0.455
P -0.038 -2.348 -0.988
P -0.011 2.382 -0.649
N -0.172 0.120 -2.975
C 0.065 -2.388 -2.799
H 0.715 -3.223 -3.119
H -0.950 -2.580 -3.179
C 0.559 -1.075 -3.433
H 1.651 -1.005 -3.390
H 0.325 -1.126 -4.509
C 0.566 1.387 -3.244
H 0.367 1.573 -4.307
H 1.654 1.306 -3.178
C 0.045 2.592 -2.464
H -0.978 2.781 -2.803
H 0.653 3.478 -2.707
C 1.475 3.408 -0.109
C 1.912 3.133 1.332
H 2.819 3.718 1.547
H 2.160 2.080 1.493
H 1.151 3.433 2.064
C -1.583 3.317 -0.183
C -1.755 3.474 1.332
H -2.686 4.021 1.541
H -0.945 4.060 1.783
H -1.813 2.510 1.850
C -1.605 -3.303 -0.599
C -1.782 -3.532 0.904
H -2.774 -3.971 1.092
H -1.714 -2.604 1.483
H -1.047 -4.242 1.306
C 1.437 -3.365 -0.459
C 1.756 -3.179 1.026
H 2.784 -3.526 1.218
H 1.084 -3.761 1.673
H 1.702 -2.130 1.330
C 1.509 -0.024 0.011
O 2.677 -0.007 0.126
C -1.836 4.647 -0.898
H -1.157 5.436 -0.558
H -1.765 4.562 -1.985
H -2.860 4.971 -0.669
C -1.837 -4.588 -1.391
H -2.855 -4.946 -1.185
H -1.766 -4.434 -2.471
H -1.142 -5.384 -1.103
C 1.416 -4.852 -0.826
H 2.423 -5.266 -0.667
H 0.735 -5.426 -0.183
H 1.155 -5.030 -1.875
C 1.387 4.917 -0.354
H 0.704 5.411 0.350
H 2.384 5.353 -0.187
H 1.097 5.170 -1.379
H 2.263 3.002 -0.767
H 2.252 -2.889 -1.029
H -2.344 2.590 -0.522
H -2.367 -2.564 -0.904
H -0.906 0.184 -3.689
H -1.937 -0.088 0.580
Br -0.238 -2.347 6.240
C -0.173 -1.087 4.834
C -0.154 0.282 5.083
C -0.112 1.162 4.006
C -0.068 0.624 2.709
N -0.080 -0.687 2.462
C -0.149 -1.542 3.493
H -0.185 0.636 6.106
H -0.107 2.242 4.123
H -0.026 1.284 1.828
H -0.173 -2.614 3.262
```

Output
Maximum force, eV/A: 5.90
E_LUMO, eV: -2.446
Net charge: +1
HOMO level, eV: -10.94
E, eV: -165554.80388


[7]
The following is a DFT calculation (ωB97M-V with the def2-TZVPD basis set) of the molecule C23H24N4O3S.

```
55
Properties=species:S:1:pos:R:3
O -2.044 -2.454 0.371
C -1.304 -1.920 -0.423
N -0.083 -2.376 -0.761
C 0.583 -3.390 0.015
C 1.780 -2.823 0.786
C 2.968 -2.365 -0.067
C 3.698 -1.442 0.910
C 2.564 -0.932 1.820
O 1.391 -1.655 1.488
C -1.648 -0.619 -1.187
C -3.113 -0.294 -1.223
C -3.702 0.102 -2.419
C -5.045 0.437 -2.437
C -5.751 0.365 -1.246
N -5.207 -0.021 -0.106
C -3.928 -0.347 -0.091
N -0.870 0.476 -0.581
C 0.372 0.720 -1.045
O 0.873 0.046 -1.933
C 1.075 1.931 -0.459
C 2.557 1.848 -0.602
C 3.492 2.373 0.237
C 4.816 2.147 -0.201
C 4.858 1.460 -1.370
S 3.290 1.056 -1.952
C -1.406 1.088 0.583
C -2.300 2.147 0.481
C -2.825 2.680 1.646
C -2.428 2.131 2.857
N -1.571 1.129 2.955
C -1.076 0.608 1.849
H 0.490 -1.808 -1.374
H 0.931 -4.197 -0.636
H -0.156 -3.781 0.719
H 2.122 -3.590 1.503
H 3.581 -3.196 -0.408
H 2.619 -1.799 -0.931
H 4.211 -0.625 0.408
H 4.428 -2.003 1.493
H 2.804 -1.088 2.879
H 2.354 0.129 1.665
H -1.273 -0.716 -2.214
H -3.112 0.150 -3.325
H -5.528 0.747 -3.350
H -6.801 0.624 -1.199
H -3.542 -0.679 0.861
H 0.697 2.801 -1.013
H 0.809 2.068 0.591
H 3.245 2.908 1.138
H 5.685 2.483 0.334
H 5.722 1.145 -1.922
H -2.576 2.537 -0.488
H -3.528 3.497 1.613
H -2.810 2.510 3.795
H -0.389 -0.221 1.965
```

Output
Maximum force, eV/A: 0.80
Relative energy (zero: lowest compared OMol25 entry of this formula, charge and spin), kcal/mol: 34.60
E_LUMO, eV: 0.497
Structure (SMILES): O=C(NC[C@H]1CCCO1)[C@@H](c1cccnc1)N(C(=O)Cc1cccs1)c1cccnc1
Net charge: 0
HOMO level, eV: -8.84
E, eV: -47179.31113


[8]
The following is a DFT calculation (ωB97M-V with the def2-TZVPD basis set) of a cluster of 2 separate species, C3H5NO in total in a non-equilibrium geometry.

```
10
Properties=species:S:1:pos:R:3
C -2.138 0.829 -0.222
C -0.858 0.505 0.109
C 0.895 -0.850 -0.511
N -0.792 1.571 1.062
O -2.247 1.717 0.809
H -2.900 0.698 -0.921
H 0.509 -1.856 -0.844
H 1.380 -0.457 -1.291
H 1.570 -0.967 0.305
H -0.667 1.212 2.017
```

Output
Maximum force, eV/A: 5.08
Relative energy (zero: lowest compared OMol25 entry of this formula, charge and spin), kcal/mol: 162.15
E_LUMO, eV: 0.296
Net charge: 0
HOMO level, eV: -8.61
E, eV: -6722.54115